Computed, not measured: a structure of composition C10H12O3, with ωB97M-V/def2-TZVPD.

Geometry as ORCA input:
```
! wB97M-V def2-TZVPD RIJCOSX def2/J DEFGRID3
* xyz 0 1
C 3.9676 0.0538 -0.7764
C 2.8359 0.3182 0.1985
C 1.5947 -0.2379 -0.0639
C 0.4303 0.4325 0.8059
C -0.9115 0.2571 0.0979
C -1.5639 -1.0813 0.1929
C -2.9337 -1.2936 -0.1179
C -3.7420 -0.1973 -0.1477
C -3.2503 0.9743 -0.2822
C -1.7919 1.2811 0.0127
H 3.7665 -0.9892 -1.2095
H 5.0057 0.1425 -0.2165
H 4.0350 0.5942 -1.7428
H 2.9076 1.4301 0.4496
H 3.1438 -0.1579 1.2171
H 1.4917 -0.5360 -1.4195
H 1.6025 -1.6442 0.7407
H -0.9991 -3.0043 0.1659
H -3.3503 -2.2695 0.3705
H -4.7322 -0.4187 -0.3467
H -3.9539 1.6270 -0.4629
H -1.9601 3.2778 -0.1258
O 0.4814 0.8577 2.0334
O -0.7269 -2.0272 0.6242
O -1.3469 2.6105 0.0026
*
```

The largest force on an atom comes out at 7.43 eV Å⁻¹. The calculation puts the energy above the lowest of the compared OMol25 structures with the same formula, charge and spin at 763.4 kJ/mol. As for the electronic energy: -16699.76973 eV. The value obtained for the LUMO energy is 0.06 eV.



Computed, not measured: an isolated molecule of C10H12OS2, with ωB97M-V/def2-TZVPD.

Geometry as ORCA input:
```
! wB97M-V def2-TZVPD RIJCOSX def2/J DEFGRID3
* xyz 0 1
O -0.4537 -1.2922 1.9115
S -0.3052 1.3243 -1.3830
C 4.0374 0.0453 1.4302
C 3.5745 -1.1748 0.9677
C 3.2640 1.1208 1.3256
C 2.3319 -1.3652 0.4082
C 2.0175 1.0915 0.6529
C 1.5690 -0.1509 0.1405
S -1.2051 -0.6161 0.8215
C 0.1354 -0.2325 -0.3805
C -2.0719 1.6337 -1.0329
C -1.5049 1.0925 1.5070
C -2.1220 2.0478 0.3845
H 5.1095 0.1353 1.7330
H 4.2701 -1.9993 1.1930
H 3.5978 2.0735 1.6380
H 1.9203 -2.3301 0.2297
H 1.5189 2.0316 0.5481
H 0.0369 -1.2246 -1.0096
H -2.6944 0.7710 -1.3381
H -2.4468 2.4633 -1.7097
H -0.4711 1.5094 1.7281
H -2.1195 1.0104 2.4396
H -3.1601 2.1873 0.6057
H -1.5991 3.0773 0.4182
*
```

The largest force on an atom comes out at 3.11 eV Å⁻¹. The calculation puts the energy above the lowest of the compared OMol25 structures with the same formula, charge and spin at 98.7 kJ/mol. As for the electronic energy: -34280.58024 eV. The value obtained for the LUMO energy is 0.54 eV.



Computed, not measured: a structure of composition C10H13BeN2O5S, with ωB97M-V/def2-TZVPD.

Geometry as ORCA input:
```
! wB97M-V def2-TZVPD RIJCOSX def2/J DEFGRID3
* xyz 1 1
O -1.2360 -3.0874 1.8208
C -0.7466 -2.8060 0.8017
Be -0.1253 -2.3686 -0.3582
C 1.4282 -1.9442 -0.0386
O 2.4545 -1.5299 0.3201
C -4.0671 -2.1974 0.6160
O -3.4322 -2.6530 -0.3583
C -3.4214 -1.2946 1.5355
O -3.3055 -0.6728 2.5317
C -0.3919 -2.9279 -1.8670
O -0.7637 -3.1598 -2.9326
H -5.0292 -2.3594 0.8305
C -0.1672 0.3577 1.9745
N 0.4850 1.1486 0.9317
C 0.8849 2.5016 1.3121
C 0.3982 0.8044 -0.3639
S -0.6746 -0.4795 -0.8947
N 1.1346 1.4812 -1.2826
C 2.5455 1.7742 -0.9697
C 0.8833 1.2408 -2.7067
H -0.0055 0.8856 2.9191
H 0.2694 -0.6442 2.0442
H -1.2423 0.2561 1.8013
H 1.9087 2.4984 1.7071
H 0.8091 3.1762 0.4559
H 0.2168 2.8487 2.1066
H 3.0285 0.9359 -0.4479
H 3.0540 1.9444 -1.9212
H 2.6253 2.6847 -0.3695
H 1.1771 0.2272 -3.0129
H -0.1778 1.3924 -2.9257
H 1.4832 1.9668 -3.2593
*
```

The largest force on an atom comes out at 11.11 eV Å⁻¹. As for the electronic energy: -35023.30817 eV. The value obtained for the LUMO energy (spin up / spin down) is -4.16 / -4.28 eV.



Computed, not measured: a structure of composition C10H13Br2N2, with ωB97M-V/def2-TZVPD.

Geometry as ORCA input:
```
! wB97M-V def2-TZVPD RIJCOSX def2/J DEFGRID3
* xyz 1 1
C -2.5270 -3.0035 0.7957
C -2.5323 -2.2806 -0.4507
C -1.7149 -2.5790 1.7540
C -1.7458 -1.1411 -0.7155
C -0.9428 -1.4298 1.5397
C -0.8925 -0.6934 0.2708
C -0.0841 1.7317 0.3676
C 0.5872 2.5473 -0.6429
C 2.2600 0.7854 -1.1977
C 1.4152 -0.0767 -0.3210
N 0.1131 0.3275 0.0135
N 1.9720 2.1599 -0.8147
Br 2.7422 0.4015 1.7106
Br 1.6995 -1.8926 -0.7660
H -3.1709 -3.8033 0.8994
H -3.2279 -2.5683 -1.2174
H -1.7418 -2.9434 2.7187
H -2.0053 -0.6618 -1.6418
H -0.2742 -0.9909 2.3886
H 0.3813 1.8706 1.3876
H -1.1327 1.9115 0.4816
H 0.2108 2.5139 -1.6750
H 0.5942 3.5516 -0.3354
H 3.3885 0.6234 -0.9615
H 1.9958 0.5391 -2.2001
H 2.2529 2.8811 -1.5272
H 2.3797 2.2200 0.1389
*
```

The largest force on an atom comes out at 4.74 eV Å⁻¹. The calculation puts the energy above the lowest of the compared OMol25 structures with the same formula, charge and spin at 0.0 kJ/mol. As for the electronic energy: -153637.84726 eV. The value obtained for the LUMO energy is -4.04 eV.



Computed, not measured: the ion C10H13BrClFI2NO3 with charge +1, with ωB97M-V/def2-TZVPD.

Geometry as ORCA input:
```
! wB97M-V def2-TZVPD RIJCOSX def2/J DEFGRID3
* xyz 1 1
C 4.2858 0.1823 0.7659
C 2.8780 0.7302 0.5666
C 1.9385 -0.1180 -0.2951
I 2.9665 -0.9167 -2.0113
C 0.7247 0.7312 -0.6881
O -0.3278 0.7474 0.2851
C -1.3984 -0.1021 0.0140
C -1.3308 -1.2194 1.0297
C -2.3340 -2.2886 0.7959
O -3.1038 -2.3522 -0.1234
F -2.3102 -3.2011 1.7416
C -2.7360 0.6120 -0.0591
C -3.1119 1.5784 1.0610
O -4.1602 2.1742 0.9984
Br -1.9677 1.8535 2.6015
N -1.0908 -0.5610 -1.4213
Cl -0.4464 -2.1889 -1.5834
C -0.0555 0.4024 -1.9590
I -0.8669 2.2463 -2.7203
H 4.9533 0.5140 -0.0074
H 4.6754 0.5658 1.6963
H 4.3068 -0.8889 0.8608
H 2.9669 1.7079 0.1141
H 2.4328 0.8520 1.5445
H 1.6578 -0.9613 0.3125
H 1.0783 1.7436 -0.6527
H -0.3249 -1.5936 1.0989
H -1.5380 -0.7696 1.9903
H -2.7982 1.2000 -0.9603
H -3.5398 -0.1024 -0.1105
H -1.8700 -0.5559 -2.0824
H 0.4469 -0.0218 -2.8028
*
```

The largest force on an atom comes out at 2.46 eV Å⁻¹. As for the electronic energy: -119688.50943 eV. The value obtained for the LUMO energy is -4.95 eV. The SMILES is CC[C@H](I)[C@@H]1O[C@@](CC(=O)F)(CC(=O)Br)[N@H+](Cl)[C@H]1I.



Computed, not measured: a structure of composition C10H13ClO3Pd, with ωB97M-V/def2-TZVPD.

Geometry as ORCA input:
```
! wB97M-V def2-TZVPD RIJCOSX def2/J DEFGRID3
* xyz 2 5
Cl -1.1237 3.1178 -1.1931
C -0.3932 -1.3932 -1.0847
C 0.9979 -1.5640 -0.8720
C 1.6942 -0.5624 -1.6042
H 1.4598 -2.3605 -0.2945
C 0.7215 0.2019 -2.3613
C -0.5861 -0.2911 -1.9634
H -1.5203 0.0923 -2.3680
H -1.1807 -2.0342 -0.6958
H 2.7691 -0.4102 -1.6919
C 1.0100 1.2102 -3.4144
Pd 0.5164 1.0350 -0.3360
C 2.0893 1.5948 0.6575
O 2.9585 1.9326 1.3299
C -1.0695 2.0579 0.2767
O -1.8365 2.1470 1.1781
H 1.9664 1.7032 -3.2107
H 0.2242 1.9713 -3.4429
H 1.0672 0.7331 -4.4002
C -1.4758 -1.2564 3.5939
C -1.0821 -1.1444 2.1412
O 0.0513 -0.2832 1.9207
H -0.6665 -1.7062 4.1751
H -2.3581 -1.8936 3.6746
H -1.7302 -0.2790 4.0130
H -0.7856 -2.1049 1.7122
H -1.8980 -0.7483 1.5265
H 0.1807 0.2345 2.7337
*
```

The largest force on an atom comes out at 6.07 eV Å⁻¹. The calculation puts the energy above the lowest of the compared OMol25 structures with the same formula, charge and spin at 29.5 kJ/mol. As for the electronic energy: -32702.09326 eV. Its expectation value of S² is 6.02. The value obtained for the LUMO energy (spin up / spin down) is -7.50 / -12.49 eV.



Computed, not measured: a cluster of 2 separate species, C10H13ClSi in total, with ωB97M-V/def2-TZVPD.

Geometry as ORCA input:
```
! wB97M-V def2-TZVPD RIJCOSX def2/J DEFGRID3
* xyz 0 1
C -4.0584 1.2140 0.3220
C -3.2417 2.3035 0.2242
C -3.5692 -0.0184 0.1273
C -1.8864 2.1569 0.0060
C -2.1908 -0.2372 0.0734
C -1.3990 0.8938 -0.0350
C 3.7991 0.4217 1.7138
C 2.5545 0.0733 1.3373
C 1.9629 -1.0505 2.0898
C 2.1064 -0.6193 -1.7669
Si 1.7347 0.5848 -0.2942
Cl 2.1582 2.4398 -0.8283
H -5.0424 1.3405 0.4189
H -3.6881 3.3140 0.3243
H -4.2749 -0.8256 0.2432
H -1.3234 2.9666 -0.2458
H -1.6811 -1.2626 0.1676
H 4.2113 1.3429 1.3266
H 4.3823 -0.0377 2.4833
H 0.8634 -0.9648 2.0590
H 2.4885 -1.1687 3.0192
H 2.1240 -2.1219 1.7940
H 1.6697 -1.6886 -1.6088
H 1.8155 -0.1122 -2.6576
H 3.1915 -0.6849 -1.6925
*
```

The largest force on an atom comes out at 3.88 eV Å⁻¹. The calculation puts the energy above the lowest of the compared OMol25 structures with the same formula, charge and spin at 499.9 kJ/mol. As for the electronic energy: -30977.54690 eV. The value obtained for the LUMO energy (spin up / spin down) is -0.15 / -0.06 eV.



Computed, not measured: a structure of composition C10H13F5O3RhTe2, with ωB97M-V/def2-TZVPD.

Geometry as ORCA input:
```
! wB97M-V def2-TZVPD RIJCOSX def2/J DEFGRID3
* xyz 1 1
Rh -0.9488 -0.6181 -1.0061
C 3.2034 -1.4890 -0.5953
C 1.8421 -1.0118 -0.1962
O 0.9930 -1.0066 -1.1267
C 1.5578 -0.5812 1.1423
C 2.5677 -0.7097 2.1316
C 2.3727 -0.2959 3.4173
C 1.1423 0.2837 3.7638
C 0.1431 0.4310 2.8367
C 0.3166 -0.0051 1.5113
O -0.7150 0.2123 0.7115
H 3.2131 -1.6967 -1.6609
H 3.4491 -2.4032 -0.0530
H 3.9629 -0.7464 -0.3519
H 3.5131 -1.1553 1.8591
H 3.1510 -0.4131 4.1571
H 0.9724 0.6150 4.7800
H -0.8105 0.8668 3.1016
C 0.8271 2.4356 -1.1733
Te -0.9334 1.6521 -2.0373
C -2.2645 2.5673 -0.6830
H 0.8251 3.5105 -1.3430
H 1.6836 1.9839 -1.6669
H 0.8207 2.2126 -0.1098
H -1.9735 2.2566 0.3161
H -3.2616 2.2126 -0.9264
H -2.1876 3.6447 -0.8130
F -1.5398 -1.7160 -2.7862
Te -3.4359 -1.7889 -2.2558
F -2.8478 -3.0118 -0.9845
F -5.1744 -1.9047 -1.7063
F -3.6260 -3.2205 -3.3739
F -3.8680 -0.7389 -3.7068
O -2.9700 -0.3717 -1.1720
*
```

The largest force on an atom comes out at 0.33 eV Å⁻¹. The calculation puts the energy above the lowest of the compared OMol25 structures with the same formula, charge and spin at 0.0 kJ/mol. As for the electronic energy: -47898.68992 eV. The value obtained for the LUMO energy is -5.26 eV.